Entry 1:
Density functional theory data (ωB97M-V with the def2-TZVPD basis set) for a molecular structure, C12H24BN4O2PtS2.

The geometry in ORCA input format:
```
! RIJCOSX wB97M-V def2-TZVPD def2/J DEFGRID3
* xyz 3 1
Pt 0.4252 0.5767 0.1287
B 1.9540 3.2104 1.5080
N 0.9698 2.6424 2.3085
C 0.5035 3.0626 3.5598
C -0.5188 2.2586 3.9084
C -0.6631 1.3388 2.8359
N 0.2202 1.5614 1.8920
N 2.4189 2.8779 0.2289
C 3.4866 3.4598 -0.4522
C 3.6596 2.7877 -1.6089
C 2.6616 1.7827 -1.6072
N 1.9160 1.8288 -0.5253
H 2.2572 4.4923 1.8696
H 2.8226 3.9938 2.2148
H 0.9591 3.8991 4.0692
H -1.1090 2.2956 4.8091
H -1.3640 0.5289 2.7222
H 4.0169 4.3043 -0.0364
H 4.3931 2.9713 -2.3766
H 2.4827 1.0384 -2.3637
C -4.0439 -0.3834 -0.1277
C -3.4659 -1.5929 0.5879
S -1.7304 -1.8232 0.1934
O -1.0725 -0.5555 0.8688
C -1.2937 -3.1763 1.3188
C -0.3091 -4.1423 0.6798
H -5.1235 -0.3726 0.0122
H -3.8498 -0.4207 -1.1999
H -3.6454 0.5479 0.2714
H -3.9307 -2.5244 0.2516
H -3.5522 -1.5383 1.6746
H -2.2262 -3.6652 1.6029
H -0.8846 -2.6774 2.1984
H -0.7284 -4.6095 -0.2114
H -0.0789 -4.9372 1.3878
H 0.6281 -3.6473 0.4214
C 1.2931 -2.5621 -3.0394
S 0.9220 -0.8162 -2.8930
C -0.5039 -0.6820 -3.9501
O 0.3433 -0.7004 -1.4532
H 0.9775 -2.9105 -4.0211
H 0.7327 -3.0693 -2.2558
H 2.3633 -2.7063 -2.9134
H -0.1712 -0.8695 -4.9723
H -0.8883 0.3333 -3.8721
H -1.2535 -1.4107 -3.6444
*
```

## Properties
* lowest unoccupied orbital energy: -0.435 Ha
* HOMO-LUMO gap: 6.69 eV

***

Entry 2:
Density functional theory data (ωB97M-V with the def2-TZVPD basis set) for a molecular structure, C12H24Cl12.

The geometry in ORCA input format:
```
! RIJCOSX wB97M-V def2-TZVPD def2/J DEFGRID3
* xyz 0 1
Cl -3.9315 17.9745 -31.6628
C -5.2171 18.4140 -30.4865
C -5.1196 17.6186 -29.1994
Cl -5.8889 15.9846 -29.2280
H -6.2129 18.2667 -30.9044
H -5.2527 19.4654 -30.2015
H -5.5296 18.1204 -28.3229
H -4.0758 17.5380 -28.8962
Cl -3.0447 9.9982 -28.0840
C -2.9890 11.1661 -29.3912
C -1.5498 11.5829 -29.7403
Cl -0.5548 10.2689 -30.4411
H -3.5618 12.0186 -29.0260
H -3.5422 10.7871 -30.2505
H -0.9484 11.9324 -28.9011
H -1.5975 12.4537 -30.3941
Cl -8.2372 15.8913 -29.3839
C -9.3843 14.5156 -29.5694
C -10.5771 14.8871 -30.4390
Cl -9.9924 14.9997 -32.1497
H -9.7457 14.5223 -28.5411
H -8.7684 13.6492 -29.8103
H -10.9874 15.8564 -30.1558
H -11.2567 14.0511 -30.2737
Cl -4.7208 9.3084 -28.8298
C -6.4180 9.7051 -28.9197
C -6.8080 11.0731 -28.3341
Cl -8.5984 11.3129 -28.4172
H -7.0346 8.9289 -28.4663
H -6.6773 9.8045 -29.9737
H -6.3864 11.9893 -28.7475
H -6.6589 11.1207 -27.2554
Cl -4.0818 10.5967 -31.3498
C -5.6480 11.3054 -31.8992
C -6.2985 10.4135 -32.9508
Cl -6.9376 8.9089 -32.4323
H -5.3687 12.2460 -32.3740
H -6.3192 11.4921 -31.0610
H -5.5647 10.0693 -33.6796
H -7.0814 10.9500 -33.4869
Cl -4.0894 13.0240 -30.0612
C -5.3804 13.9589 -29.2035
C -6.6224 14.2912 -30.0613
Cl -7.3185 12.8002 -30.7546
H -4.8605 14.8580 -28.8727
H -5.5690 13.4265 -28.2713
H -6.3161 14.9176 -30.8991
H -7.3737 14.8460 -29.4993
*
```

## Properties
* lowest unoccupied orbital energy: 0.000 Ha
* HOMO-LUMO gap: 6.44 eV

***

Entry 3:
Density functional theory data (ωB97M-V with the def2-TZVPD basis set) for a molecular structure, C12H24ClI2N2OP2Pb.

The geometry in ORCA input format:
```
! RIJCOSX wB97M-V def2-TZVPD def2/J DEFGRID3
* xyz 3 1
I 0.0191 -0.3452 -5.7202
I 0.0414 2.3444 -6.1717
Pb 0.0367 1.2293 -1.4164
P -2.7114 1.4080 -0.3760
C -3.7722 1.2025 -1.8536
C -3.4246 0.1322 0.7719
H -4.5142 0.2965 0.9318
H -4.5445 2.8298 0.4865
H -2.8811 0.1944 1.7353
H -2.9406 3.1517 1.2939
H -3.5303 0.2504 -2.3471
H -3.2428 -0.8682 0.3374
C -3.4518 2.9337 0.3431
H -4.8461 1.2299 -1.6105
H -3.2403 3.7583 -0.3551
H -3.5376 2.0118 -2.5613
P 2.8075 1.3636 -0.3337
C 3.8527 1.2189 -1.8291
C 3.5170 2.9174 0.3862
H 3.1503 0.1504 1.7711
H 4.6884 0.2302 0.7941
H 3.3424 -0.9231 0.3585
C 3.5864 0.0791 0.7581
H 2.9798 3.1431 1.3245
H 4.6086 2.8413 0.5580
H 4.9308 1.2394 -1.6111
H 3.6040 2.0483 -2.5064
H 3.3096 3.7361 -0.3246
H 3.6036 0.2802 -2.3452
Cl 0.0496 2.6820 0.9163
N 0.2526 -4.1360 3.4544
C 0.5008 -2.8652 3.0035
O 1.1092 -2.0610 3.7027
C 0.0388 -2.5323 1.6238
C -0.3975 -3.5635 0.7757
C -0.6995 -3.3146 -0.5644
C -0.4931 -2.0414 -1.0776
N -0.2145 -1.0087 -0.2318
C 0.0675 -1.2367 1.0766
H 0.4989 -4.3307 4.4111
H -0.3641 -4.8227 3.0162
H -0.4987 -4.5727 1.1576
H -1.0750 -4.1092 -1.2093
H -0.5359 -1.8409 -2.1717
H 0.3202 -0.3303 1.6288
*
```

## Properties
* lowest unoccupied orbital energy (spin up / spin down): -0.522 / -0.466 Ha
* HOMO-LUMO gap (spin up / spin down): 2.76 / 4.28 eV

***

Entry 4:
Density functional theory data (ωB97M-V with the def2-TZVPD basis set) for C12H24ClO4P in the gas phase.

The geometry in ORCA input format:
```
! RIJCOSX wB97M-V def2-TZVPD def2/J DEFGRID3
* xyz 0 1
C -3.4150 2.7809 0.3053
C -4.4229 1.8256 -0.3641
C -3.6732 0.7531 -1.1557
O -2.8134 -0.0319 -0.3021
P -1.3812 -0.4283 -1.0312
O -1.6199 -1.0714 -2.3313
C -0.4223 -1.6077 -0.0753
C 0.1615 -1.3621 1.1117
C -0.0112 -0.0812 1.9033
O 0.8548 -2.4050 1.6733
C 2.2776 -2.2124 1.5945
C 2.8414 -3.1499 0.5150
C 2.8760 -2.5106 2.9521
Cl 2.0986 -1.4560 4.1859
O -0.5037 0.9304 -1.1857
C 0.4240 0.8080 -2.2594
C 1.4600 1.9459 -2.1939
C 2.5383 1.6549 -1.1463
H -2.7322 3.1725 -0.4513
H -2.8097 2.3137 1.0700
H -3.9034 3.6295 0.7732
H -5.0460 2.3912 -1.0184
H -5.0828 1.3597 0.3784
H -4.3663 0.0542 -1.6586
H -3.1216 1.2449 -1.9503
H -0.3446 -2.5627 -0.5710
H -0.4973 -0.3092 2.8769
H -0.6783 0.6532 1.4543
H 0.9221 0.4020 2.1199
H 2.5437 -1.1873 1.2848
H 2.6593 -4.1929 0.8109
H 2.3347 -2.9447 -0.4512
H 3.9082 -2.9532 0.3762
H 2.7681 -3.5686 3.2114
H 3.9367 -2.3220 2.8252
H 0.8918 -0.1722 -2.2271
H -0.0658 0.9225 -3.2367
H 1.9393 2.0512 -3.1676
H 1.0105 2.9057 -2.0061
H 2.1275 1.4324 -0.1539
H 3.2018 2.5204 -1.1139
H 3.1349 0.7774 -1.3715
*
```

## Properties
* lowest unoccupied orbital energy: 0.025 Ha
* SMILES: CCCOP(=O)(/C=C(\C)O[C@H](C)CCl)OCCC
* HOMO-LUMO gap: 10.46 eV

***

Entry 5:
Density functional theory data (ωB97M-V with the def2-TZVPD basis set) for a molecular structure, C12H24CoI2O10.

The geometry in ORCA input format:
```
! RIJCOSX wB97M-V def2-TZVPD def2/J DEFGRID3
* xyz -1 5
Co -0.0120 0.1901 0.2849
I -1.8697 -1.1252 2.0260
I 1.7875 1.5901 -1.4607
C 3.7019 1.0218 2.3781
O 2.7906 1.6414 3.2036
C 1.4835 1.5944 2.9121
O 0.9061 1.1100 1.9192
O 0.8386 2.2689 3.8432
C -0.5603 2.4905 3.6681
H 3.4453 -0.0343 2.2947
H 4.6838 0.9573 2.8469
H 3.8038 1.4534 1.3824
H -0.8202 3.0372 2.7617
H -0.9442 3.0436 4.5254
H -1.1495 1.5735 3.6820
C -2.4433 0.6597 -3.4642
O -2.4909 -0.7383 -3.1762
C -1.8831 -1.2939 -2.1309
O -1.2000 -0.7197 -1.3087
O -2.0333 -2.6323 -2.1880
C -2.6497 -3.3270 -3.3180
H -3.0676 1.0709 -4.2574
H -1.4170 0.9929 -3.6188
H -2.6199 1.1477 -2.5057
H -2.8650 -4.3476 -3.0013
H -1.9922 -3.4118 -4.1832
H -3.6213 -2.8869 -3.5424
C 2.6119 -4.4605 1.9290
O 1.7667 -3.3964 1.5956
C 2.1035 -2.4115 0.6954
O 1.4420 -1.3820 0.5243
O 3.2742 -2.7138 0.0817
C 3.9209 -1.7900 -0.7974
H 2.4553 -5.3557 1.3271
H 2.4665 -4.6719 2.9884
H 3.6740 -4.2673 1.7784
H 3.5051 -1.8511 -1.8031
H 4.9385 -2.1538 -0.9398
H 3.9016 -0.7605 -0.4400
C -3.7398 2.4009 -0.3693
C -2.2119 2.5434 -0.3714
O -1.4108 1.7192 0.0645
C -1.6278 3.8273 -1.0132
H -4.2596 2.6996 0.5410
H -3.9436 1.3714 -0.6638
H -4.2252 3.0098 -1.1319
H -0.5655 3.8636 -0.7715
H -2.1854 4.7096 -0.6991
H -1.6926 3.7432 -2.0980
*
```

## Properties
* expectation value of S²: 6.01
* lowest unoccupied orbital energy (spin up / spin down): 0.087 / 0.087 Ha
* HOMO-LUMO gap (spin up / spin down): 2.65 / 6.31 eV

***

Entry 6:
Density functional theory data (ωB97M-V with the def2-TZVPD basis set) for a molecular structure, C12H24CuIO12.

The geometry in ORCA input format:
```
! RIJCOSX wB97M-V def2-TZVPD def2/J DEFGRID3
* xyz 0 1
Cu -0.2308 -0.1995 1.0322
I -1.2299 -0.9971 3.6523
C -0.2545 1.4931 -2.7055
O -1.3192 2.1545 -2.0811
C -1.3485 2.3980 -0.7567
O -0.6545 1.8343 0.1004
O -2.3122 3.2497 -0.5352
C -2.4874 3.7997 0.7625
H 0.5216 2.1730 -3.0569
H -0.6138 1.1902 -3.6890
H 0.1665 0.7003 -2.0872
H -3.4134 4.3734 0.7996
H -1.5771 4.3610 0.9734
H -2.5660 3.0414 1.5415
C -4.1979 0.1167 -0.6872
O -3.5743 -0.5981 -1.7492
C -2.3126 -0.9789 -1.7152
O -1.5570 -0.8091 -0.7180
O -1.8371 -1.2461 -2.9593
C -2.5235 -1.1675 -4.1756
H -3.6309 0.9986 -0.3893
H -4.6080 -0.4587 0.1428
H -5.0958 0.5970 -1.0760
H -1.9823 -1.4239 -5.0863
H -3.0495 -0.2333 -4.3724
H -3.4101 -1.7962 -4.2586
C 2.3866 -2.0618 -1.6108
O 2.6556 -2.8815 -0.4818
C 1.7040 -2.9037 0.5265
O 0.6305 -2.3090 0.5497
O 2.1976 -3.6489 1.5831
C 1.2637 -3.9834 2.6798
H 3.2542 -2.0826 -2.2703
H 2.3207 -1.0264 -1.2767
H 1.4901 -2.3593 -2.1547
H 1.1588 -3.1309 3.3509
H 1.6278 -4.8278 3.2651
H 0.3574 -4.4155 2.2557
C 3.0066 2.8136 0.5891
O 3.1688 2.2373 1.8956
C 2.7645 0.9668 2.1465
O 2.1623 0.2735 1.3063
O 3.0569 0.6702 3.3628
C 2.7776 -0.5123 4.0214
H 1.9631 2.8301 0.2745
H 3.6920 2.4503 -0.1766
H 3.2735 3.8640 0.7056
H 1.7131 -0.5751 4.2470
H 3.3810 -0.6223 4.9224
H 3.0921 -1.3378 3.3829
*
```

## Properties
* lowest unoccupied orbital energy: 0.012 Ha
* HOMO-LUMO gap: 7.33 eV

***

Entry 7:
Density functional theory data (ωB97M-V with the def2-TZVPD basis set) for a molecular structure, C12H24F3LiN3O4STa.

The geometry in ORCA input format:
```
! RIJCOSX wB97M-V def2-TZVPD def2/J DEFGRID3
* xyz 2 1
N 0.1937 -0.6654 1.8593
C 0.5556 -1.0097 2.9616
O 0.8808 -1.7087 3.9019
Li 1.9302 -3.0059 2.7761
Ta -0.2835 -0.6653 -0.0551
N 1.1248 -0.2224 -1.2847
N -1.4358 0.8795 0.0289
C 2.1456 0.8417 -1.2735
C -1.7955 1.7584 1.1524
C 3.2978 0.4907 -2.2177
C 1.4692 2.1391 -1.7157
C 2.7078 0.9612 0.1353
C -2.5413 0.9197 2.1880
C -2.6721 2.9100 0.6880
C -0.5136 2.3091 1.7623
H 3.7143 -0.4913 -1.9625
H 4.0824 1.2539 -2.0990
H 2.9682 0.4882 -3.2619
H 1.1850 2.0605 -2.7738
H 2.1794 2.9689 -1.5870
H 0.5655 2.3711 -1.1292
H 1.9548 1.1720 0.9066
H 3.4335 1.7870 0.1356
H 3.2263 0.0323 0.4097
H -3.4530 0.5058 1.7431
H -2.7947 1.5518 3.0523
H -1.9327 0.0872 2.5486
H -3.6466 2.5475 0.3427
H -2.1795 3.4590 -0.1228
H -2.8316 3.5960 1.5361
H -0.7782 3.0054 2.5761
H 0.0737 2.8376 0.9993
H 0.1024 1.5179 2.1939
C 0.8801 -1.0136 -2.5191
H 0.4793 -2.0073 -2.2790
H 0.1872 -0.5397 -3.2225
H 1.8301 -1.1738 -3.0381
C -2.3898 0.7359 -1.1009
H -2.1722 -0.1854 -1.6673
H -3.4272 0.6422 -0.7500
H -2.2913 1.5756 -1.8055
F -2.0006 -5.4314 0.0589
C -0.7416 -5.0611 -0.2643
F 0.0653 -6.1383 -0.1479
F -0.7337 -4.6090 -1.5419
S -0.1988 -3.6657 0.8662
O -0.8074 -3.8285 2.1471
O 1.2603 -3.4037 0.8454
O -0.8726 -2.5789 0.0038
*
```

## Properties
* lowest unoccupied orbital energy: -0.310 Ha
* HOMO-LUMO gap: 7.27 eV

***

Entry 8:
Density functional theory data (ωB97M-V with the def2-TZVPD basis set) for a molecular structure, C12H24F6IO2P2Zr.

The geometry in ORCA input format:
```
! RIJCOSX wB97M-V def2-TZVPD def2/J DEFGRID3
* xyz 3 1
C -1.9166 1.9135 -2.6082
I -3.7173 0.8938 -2.1320
H -2.1548 2.6522 -3.4534
H -1.1922 1.0969 -2.7788
H -1.5877 2.3045 -1.6336
Zr -0.4539 -0.2341 -0.1944
P -0.3631 -1.5585 -2.5106
C 1.2859 -2.2593 -2.7693
C -1.4041 -3.1044 -2.3934
H -1.3602 -3.5845 -3.3589
H -0.8115 -1.9797 -4.8310
H -2.4216 -2.8516 -2.1367
H -1.8089 -0.6386 -4.2597
H 1.6835 -2.6441 -1.8251
H -0.9993 -3.7525 -1.6238
C -0.8270 -1.0862 -4.2277
H 1.2254 -3.0655 -3.5092
H -0.1010 -0.3815 -4.6081
H 1.9440 -1.4686 -3.1380
P -1.4270 2.0241 1.1157
C -0.0674 2.7366 2.0895
C -2.3495 3.4737 0.5936
H -3.3581 0.7961 1.9776
H -2.9093 2.2132 2.9967
H -1.9454 0.6943 3.0692
C -2.5145 1.3665 2.4060
H -3.2687 3.2336 0.0480
H -2.6070 4.0306 1.5071
H -0.4982 3.5859 2.6326
H 0.7038 3.0662 1.3818
H -1.7405 4.1341 -0.0351
H 0.3151 1.9744 2.7763
C 1.4782 0.5610 -0.7379
O 2.5206 1.0077 -1.1449
C 3.3646 0.0161 2.5822
C 2.4509 -1.1169 2.5569
O 1.2930 -0.1702 0.4770
C 2.5907 -2.1637 1.5204
F 3.2809 -3.2616 1.8596
F 1.3661 -2.5905 1.0473
F 3.2486 -1.6636 0.4276
C 1.3640 -1.2802 3.5358
F 1.6977 -0.7872 4.7613
F 0.2642 -0.5244 3.1217
F 0.9169 -2.5499 3.6575
H 3.4017 0.4923 1.5812
H 4.4022 -0.2979 2.8555
H 3.0069 0.7478 3.3315
*
```

## Properties
* lowest unoccupied orbital energy (spin up / spin down): -0.521 / -0.521 Ha
* HOMO-LUMO gap (spin up / spin down): 4.28 / 4.28 eV

***

Sequential E_tot output: -1780.61209; -5993.00427; -2586.49423; -1574.19286; -3202.23286; -3312.68100; -1698.72524; -2247.59824 hartree